No. 1
A cluster of 7 separate species, C42H46BF18NO18 in total. Source: the OMol25 dataset; level of theory: ωB97M-V/def2-TZVPD.

The calculation puts the gap between HOMO and LUMO at 8.00 eV. Its highest occupied orbital energy is -9.301 eV.

Each line ends with the Mulliken charge.
CARTESIAN COORDINATES (ANGSTROEM)
C: 4.0837 -0.5277 4.6937  0.011
C: 3.1135 -0.9090 4.0475  -0.462
C: 1.7720 -1.2150 3.2621  -0.630
C: 0.5973 -0.5814 4.1202  0.516
C: 0.6877 0.9181 4.3502  -0.833
C: -0.3914 1.5372 5.1728  0.661
C: -1.5351 0.7305 5.7563  0.439
C: -1.6222 -0.7683 5.5375  -0.627
N: -2.7535 -1.4698 6.1389  0.500
C: -3.9106 -1.5594 5.2636  0.775
C: -4.1673 -0.6756 3.9894  -0.960
O: -4.7776 -2.3773 5.5844  -0.612
C: -2.3823 -2.7748 6.7207  0.605
C: -2.6840 -2.9779 8.2714  -1.083
O: -1.9065 -3.7164 6.1161  -0.496
C: -0.5458 -1.3791 4.6946  -0.643
C: -2.6039 1.5530 6.5757  0.188
O: -3.7849 1.2285 6.6093  -0.540
C: -2.0364 2.8356 7.3229  -1.003
C: -0.9665 3.5675 6.8175  0.644
C: -0.4460 4.8040 7.6662  -0.639
B: -0.4596 6.1816 6.7847  0.551
O: -1.5794 7.0751 6.7882  -0.542
O: 0.7123 6.4000 5.9837  -0.536
C: -0.3320 3.0953 5.4632  0.489
O: 0.2270 3.8082 4.6414  -0.578
H: 4.6715 -0.1619 5.5796  0.343
H: 1.8388 -0.6233 2.3015  0.300
H: 1.6665 -2.3281 3.1065  0.330
H: 1.5325 1.5489 3.9534  0.411
H: -4.9005 -1.1906 3.2955  0.356
H: -3.2437 -0.3957 3.4065  0.247
H: -4.6826 0.2826 4.3362  0.214
H: -3.5230 -2.2462 8.5150  0.297
H: -3.1163 -4.0185 8.4337  0.331
H: -1.7982 -2.7579 8.9320  0.284
H: -0.5562 -2.4785 4.4579  0.358
H: -2.5412 3.0772 8.3041  0.278
H: 0.6112 4.6193 8.0394  0.257
H: -1.1529 4.9185 8.5427  0.222
H: -2.1219 6.7830 6.0201  0.300
H: 0.4014 6.4655 5.0547  0.284
C: 7.1780 -2.3428 0.2467  -0.886
C: 7.8237 -3.4338 1.0770  -0.343
O: 8.3896 -2.8883 2.2809  -0.330
C: 7.5306 -2.6959 3.2949  0.376
O: 6.3584 -2.9424 3.2463  -0.490
C: 8.2684 -2.1621 4.5231  0.862
F: 9.1431 -1.1848 4.2143  -0.257
F: 8.9755 -3.1318 5.1385  -0.258
F: 7.4331 -1.6512 5.4432  -0.229
H: 7.8920 -1.5411 0.0445  0.278
H: 6.8189 -2.7416 -0.6961  0.322
H: 6.3350 -1.8930 0.7756  0.335
H: 8.6467 -3.8831 0.5195  0.339
H: 7.1166 -4.2337 1.3087  0.330
C: 3.3353 1.8840 -2.9796  -0.886
C: 3.3313 0.7251 -3.9552  -0.239
O: 4.6585 0.1901 -4.1128  -0.158
C: 5.0532 -0.6755 -3.1690  0.315
O: 4.3847 -1.0128 -2.2303  -0.562
C: 6.4537 -1.2015 -3.4831  0.853
F: 7.2992 -0.2260 -3.8660  -0.261
F: 6.4365 -2.1056 -4.4836  -0.276
F: 7.0223 -1.8078 -2.4250  -0.240
H: 4.0565 2.6435 -3.2900  0.253
H: 2.3484 2.3380 -2.9192  0.084
H: 3.6277 1.5571 -1.9793  0.416
H: 3.0149 1.0732 -4.9360  0.256
H: 2.6318 -0.0565 -3.6495  0.376
C: -3.1197 5.0437 -2.1755  -0.945
C: -1.7586 5.0491 -1.5091  -0.312
O: -0.7634 4.4895 -2.3828  -0.281
C: -0.2535 5.3225 -3.3042  0.175
O: -0.5759 6.4698 -3.4366  -0.520
C: 0.8228 4.6109 -4.1242  1.110
F: 0.4514 3.3703 -4.5008  -0.258
F: 1.9697 4.4721 -3.4261  -0.257
F: 1.1352 5.2702 -5.2500  -0.269
H: -3.3778 4.0357 -2.5101  0.103
H: -3.8884 5.3952 -1.4846  0.436
H: -3.1290 5.6859 -3.0589  0.366
H: -1.7827 4.4198 -0.6184  0.347
H: -1.4713 6.0529 -1.1872  0.330
C: -4.8922 -2.0286 -2.3195  -0.796
C: -5.7786 -0.9290 -1.7712  -0.335
O: -5.2789 0.3653 -2.1508  -0.292
C: -5.6109 0.7884 -3.3810  0.261
O: -6.2763 0.1645 -4.1589  -0.521
C: -5.0559 2.1919 -3.6250  1.074
F: -3.7766 2.3213 -3.2093  -0.332
F: -5.7692 3.1315 -2.9705  -0.263
F: -5.0713 2.5360 -4.9211  -0.251
H: -3.8552 -1.8752 -2.0094  0.369
H: -5.2239 -2.9985 -1.9665  0.167
H: -4.9006 -2.0347 -3.4106  0.274
H: -5.7708 -0.9596 -0.6808  0.334
H: -6.8163 -1.0528 -2.0901  0.340
C: -7.3036 -7.3924 0.6390  -1.081
C: -6.9789 -7.9565 -0.7298  -0.207
O: -7.3492 -7.0277 -1.7628  -0.314
C: -6.4678 -6.0488 -2.0176  0.390
O: -5.4226 -5.9077 -1.4450  -0.511
C: -6.9660 -5.1712 -3.1657  0.857
F: -8.2709 -4.8588 -3.0490  -0.261
F: -6.8250 -5.7817 -4.3587  -0.265
F: -6.2992 -4.0055 -3.2477  -0.246
H: -8.3561 -7.1049 0.6952  0.300
H: -7.0958 -8.1281 1.4177  0.366
H: -6.7167 -6.4953 0.8453  0.305
H: -7.5601 -8.8633 -0.9016  0.311
H: -5.9243 -8.2286 -0.8127  0.312
C: 3.7972 1.8747 -11.2343  -1.108
C: 4.4321 0.7902 -10.3870  -0.209
O: 4.9967 1.3475 -9.1888  -0.300
C: 4.1397 1.5595 -8.1777  0.240
O: 2.9645 1.3211 -8.2204  -0.517
C: 4.8823 2.1037 -6.9577  1.053
F: 5.7635 3.0711 -7.2770  -0.271
F: 5.5837 1.1362 -6.3318  -0.270
F: 4.0536 2.6359 -6.0441  -0.233
H: 4.5180 2.6686 -11.4436  0.304
H: 3.4386 1.4641 -12.1797  0.372
H: 2.9549 2.3374 -10.7163  0.315
H: 5.2546 0.3290 -10.9351  0.317
H: 3.7192 -0.0022 -10.1478  0.317



No. 2
A structure of composition C42H46BN15O2Zr. Source: the OMol25 dataset; level of theory: ωB97M-V/def2-TZVPD.

The multiplicity is 2. The calculation puts the gap between HOMO and LUMO (spin up / spin down) at 7.09 / 4.65 eV. The total charge is +1. Its highest occupied orbital energy (spin up / spin down) is -9.585 / -9.583 eV.

Each line ends with the Löwdin spin population.
CARTESIAN COORDINATES (ANGSTROEM)
Zr: 0.0112 -0.0501 0.1338  -0.008
C: 4.6397 -1.5318 -0.0838  0.000
C: 3.5793 -0.7677 -0.5404  0.000
N: 2.5805 -0.7079 0.3587  0.009
N: 3.0331 -1.4314 1.4221  0.003
C: 4.2397 -1.9424 1.1742  0.000
B: 2.1317 -1.6593 2.6593  0.000
N: 1.1271 -2.7419 2.2409  0.000
C: 0.9857 -4.0140 2.6529  0.000
C: -0.1312 -4.5386 2.0450  0.000
C: -0.6146 -3.4912 1.2590  0.001
N: 0.1562 -2.4147 1.3551  0.000
N: 1.3410 -0.3678 3.0539  0.000
C: 1.3729 0.2082 4.2707  0.000
C: 0.2350 0.9661 4.4418  0.000
C: -0.4764 0.8008 3.2533  0.000
N: 0.2003 0.0244 2.4163  0.000
N: 2.9398 -2.0958 3.8707  0.000
C: 2.4580 -2.6597 5.0112  0.000
C: 3.4352 -2.5894 5.9664  0.000
C: 4.5039 -1.9379 5.3164  0.000
N: 4.2035 -1.6295 4.0693  0.000
H: 5.5761 -1.7266 -0.5765  0.000
H: 3.5300 -0.2184 -1.4621  0.000
H: 4.7520 -2.5231 1.9197  0.000
H: 1.6788 -4.4528 3.3506  0.000
H: -0.5494 -5.5223 2.1686  0.000
H: -1.5194 -3.4543 0.6851  0.000
H: 2.1910 0.0159 4.9456  0.000
H: -0.0489 1.5364 5.3088  0.000
H: -1.4328 1.1967 2.9473  0.000
H: 1.4502 -3.0381 5.0681  0.000
H: 3.3904 -2.9524 6.9786  0.000
H: 5.4776 -1.6838 5.7064  0.000
C: 4.4835 -2.1686 -5.4133  0.029
C: 3.4999 -1.4470 -4.5462  0.159
C: 3.3095 -0.0560 -4.6707  -0.003
C: 2.4446 0.5973 -3.8505  0.106
C: 1.7199 -0.0825 -2.8089  0.050
N: 1.1215 0.5763 -1.8241  0.337
C: 1.2296 2.0101 -1.8443  0.023
C: 2.4558 2.6559 -1.7258  0.017
C: 2.5220 4.0321 -1.6855  -0.002
C: 1.3611 4.8067 -1.7712  0.010
C: 1.4189 6.3049 -1.6597  0.002
C: 0.1456 4.1587 -1.9202  0.001
C: 0.0766 2.7729 -1.9576  0.016
N: -1.1789 2.1437 -2.1357  -0.001
C: -2.2750 2.6217 -2.7680  0.005
C: -3.2339 1.6458 -2.7266  0.001
C: -2.6332 0.5867 -2.0327  0.007
N: -1.3939 0.8813 -1.6927  0.018
C: 1.7582 -1.5230 -2.8547  0.145
C: 2.6894 -2.1488 -3.6623  -0.020
N: 0.8287 -2.3149 -2.1541  0.026
C: 0.5331 -3.6119 -2.4880  0.013
C: -0.7515 -3.8596 -2.1455  0.011
C: -1.2067 -2.6606 -1.5666  0.022
N: -0.2731 -1.7340 -1.5563  0.001
H: 5.3645 -1.5566 -5.6032  0.004
H: 4.7999 -3.1082 -4.9631  0.002
H: 4.0320 -2.3975 -6.3822  0.012
H: 3.8604 0.4959 -5.4219  -0.003
H: 2.3187 1.6639 -3.9493  0.004
H: 3.3591 2.0695 -1.6197  0.000
H: 3.4840 4.5155 -1.5672  0.000
H: 2.3563 6.6930 -2.0559  0.000
H: 0.5961 6.7787 -2.1934  0.000
H: 1.3542 6.6133 -0.6132  0.001
H: -0.7689 4.7365 -1.9681  0.000
H: -2.2793 3.6003 -3.2159  0.000
H: -4.2295 1.6905 -3.1304  0.000
H: -3.0576 -0.3538 -1.7264  0.000
H: 2.7901 -3.2233 -3.6328  -0.004
H: 1.2447 -4.2450 -2.9838  0.000
H: -1.2943 -4.7804 -2.2686  0.000
H: -2.1574 -2.4325 -1.1149  0.001
C: 1.8927 4.1666 1.8462  0.000
C: 1.1171 3.0064 1.3075  0.000
N: 1.6545 1.8889 0.9959  0.001
O: 3.0252 1.8883 1.2176  0.000
C: -0.3278 3.0764 1.1649  0.001
C: -1.1076 4.2883 1.5348  0.000
N: -0.9204 1.9883 0.7365  0.000
O: -2.1987 1.9551 0.6807  0.000
H: 2.9079 4.1691 1.4612  0.000
H: 1.9504 4.0975 2.9355  0.000
H: 1.3977 5.1048 1.5999  0.000
H: 3.2568 0.9703 1.0292  0.000
H: -0.8395 5.1395 0.8989  0.000
H: -0.9219 4.5892 2.5694  0.000
H: -2.1656 4.0751 1.4156  0.000
C: -4.3526 -3.3639 1.3760  0.000
C: -4.4005 -1.8311 1.3848  0.000
C: -4.7108 -1.3312 2.8023  0.000
C: -5.4883 -1.3390 0.4210  0.000
C: -3.0914 -1.2933 0.9661  0.000
C: -2.0118 -0.8516 0.6304  0.002
H: -5.3188 -3.7747 1.6755  0.000
H: -3.5957 -3.7345 2.0697  0.000
H: -4.1241 -3.7431 0.3757  0.000
H: -5.6769 -1.7198 3.1316  0.000
H: -4.7469 -0.2414 2.8243  0.000
H: -3.9451 -1.6629 3.5055  0.000
H: -6.4734 -1.6588 0.7663  0.000
H: -5.3330 -1.7461 -0.5816  0.000
H: -5.4783 -0.2504 0.3551  0.000



no.,electronic energy (eV)
1,-132233.859
2,-72698.775